C27H26N2O2S4Tc | wB97M-V/def2-TZVPD

HOMO energy (spin up / spin down) = -14.086 / -14.099 eV
DFT total energy = -2977.49145 Ha
Spin multiplicity = 4
Charge = +2
Gap between HOMO and LUMO (spin up / spin down) = 6.034 / 6.049 eV

Geometry as XYZ:
```
62
Properties=species:S:1:pos:R:3:forces:R:3:lowdin_spin:R:1
Tc -1.4206 -0.0360 -1.2020 -0.8 0.2 1.3 2.604
C 5.2014 -0.1260 0.0410 -0.1 0.0 -0.1 0.000
C 4.3848 -0.0389 -1.2612 0.2 0.1 0.1 0.000
C 5.3229 -0.2359 -2.4621 -0.1 0.0 0.0 0.000
C 3.7712 1.3613 -1.3643 0.0 -0.1 0.0 0.000
C 3.3234 -1.1276 -1.2310 -0.2 0.1 0.0 0.002
C 3.6939 -2.4805 -1.3530 0.0 -0.1 0.0 0.001
C 2.7811 -3.5142 -1.3112 0.2 -0.1 0.0 0.002
C 1.4376 -3.1960 -1.1654 -0.3 0.2 0.0 0.002
S 0.0332 -4.2364 -1.1644 -0.1 0.3 0.1 0.026
C -0.9835 -2.8811 -1.0119 0.3 -0.2 -0.1 0.033
N -0.3364 -1.7169 -0.9447 0.2 -0.3 0.0 0.034
C 1.0449 -1.8640 -1.0425 0.4 -0.2 0.0 0.010
C 1.9810 -0.8336 -1.0519 -0.2 0.0 0.1 0.010
C -2.4281 -2.7949 -1.0425 -0.2 0.1 -0.1 0.019
C -3.3103 -3.8598 -1.1576 0.2 0.0 0.1 0.000
C -4.6726 -3.6043 -1.2415 -0.1 0.0 0.0 0.031
C -5.1489 -2.3008 -1.1956 0.1 -0.1 0.0 -0.005
C -4.2657 -1.2298 -1.0818 0.0 0.3 0.1 0.025
C -2.9034 -1.4661 -1.0227 0.3 0.1 -0.3 -0.042
H 5.9637 0.6540 0.0474 0.0 0.0 0.0 0.000
H 5.7022 -1.0904 0.1313 0.0 0.0 0.0 0.000
H 4.5603 0.0103 0.9140 0.0 0.0 0.0 0.000
H 6.0664 0.5612 -2.4702 0.0 0.0 0.0 0.000
H 4.7714 -0.1962 -3.4034 0.0 0.0 0.0 0.000
H 5.8627 -1.1806 -2.4176 0.0 0.0 0.0 0.000
H 4.5764 2.0904 -1.4482 0.0 0.0 0.0 0.000
H 3.1889 1.6174 -0.4757 0.0 0.0 0.0 0.000
H 3.1417 1.4530 -2.2536 0.0 0.0 0.0 0.000
H 4.7369 -2.7325 -1.4843 0.0 0.0 0.0 0.000
H 3.1072 -4.5415 -1.4036 0.0 0.0 0.0 0.000
H 1.6322 0.1829 -0.9009 0.1 0.0 -0.1 0.005
H -2.9396 -4.8774 -1.1882 0.0 0.0 0.0 0.000
H -5.3653 -4.4278 -1.3473 0.0 0.0 0.0 0.001
H -6.2129 -2.1148 -1.2500 0.0 0.0 0.0 -0.001
H -4.6471 -0.2166 -1.0289 0.0 0.0 -0.1 0.001
O -0.8458 -0.3352 7.2164 0.2 -0.2 0.4 0.000
C -1.3045 -1.1445 6.2581 -0.4 0.0 -0.3 -0.001
O -1.6446 -2.2658 6.4871 0.1 0.0 0.0 -0.003
C -1.4052 -0.5697 4.8647 0.4 0.1 0.1 -0.015
C -0.4136 0.2736 4.3677 -0.1 -0.1 0.0 0.003
C -0.4938 0.7494 3.0703 0.0 0.0 0.0 -0.006
C -1.5829 0.3893 2.2805 0.2 -0.3 -0.2 0.033
S -1.7475 1.1748 0.7087 0.1 0.0 -0.8 0.105
C -2.5654 -0.4724 2.7611 0.0 -0.1 0.0 -0.004
C -2.4627 -0.9599 4.0507 -0.1 -0.1 0.0 0.004
H -0.7151 0.5760 6.9402 0.0 0.1 -0.2 0.000
H 0.4465 0.5308 4.9734 0.0 0.0 0.0 0.001
H 0.2779 1.3970 2.6750 0.0 0.0 0.0 0.001
H -3.3974 -0.7639 2.1332 0.0 0.0 0.0 0.001
H -3.2014 -1.6512 4.4341 0.0 0.0 0.1 0.001
S -1.5210 1.8558 -2.6321 0.1 -0.5 -0.7 0.077
C -1.8711 3.4510 -2.1280 -0.2 0.6 0.5 0.030
N -0.9506 4.3723 -2.0016 0.0 0.0 -0.1 0.006
C -1.3723 5.6955 -1.5424 -0.1 0.3 0.1 0.001
C -2.8986 5.7440 -1.6683 -0.1 -0.1 -0.1 0.001
S -3.4600 4.0085 -1.8312 0.1 -0.1 0.0 0.004
H 0.0288 4.1805 -2.1659 0.0 -0.2 0.0 0.000
H -0.9011 6.4645 -2.1518 0.0 0.0 0.0 0.000
H -1.0489 5.8360 -0.5099 0.0 -0.1 0.0 0.000
H -3.2284 6.2807 -2.5542 0.0 0.0 0.0 0.000
H -3.3720 6.1728 -0.7904 0.0 0.0 0.0 0.000
```
Forces are in eV/Å.



C27H26N2O4 | wB97M-V/def2-TZVPD

HOMO energy = -8.547 eV
DFT total energy = -1455.01705 Ha
Charge = 0
Gap between HOMO and LUMO = 8.086 eV
Energy above the lowest of the compared OMol25 structures with the same formula, charge and spin = 42.07 kJ/mol

Geometry as XYZ:
```
59
Properties=species:S:1:pos:R:3:forces:R:3:nbo_charge:R:1
C 0.4082 2.5496 -0.1265 -0.1 0.0 0.2 -0.611
H 0.5089 1.6467 -0.7242 0.0 -0.1 -0.1 0.212
H -0.6342 2.6651 0.1599 -0.1 0.0 -0.1 0.232
H 0.7017 3.3946 -0.7449 0.1 0.1 -0.1 0.206
C 1.2926 2.4788 1.1213 -0.1 0.0 -0.2 -0.417
C 2.7117 2.1521 0.7506 0.0 0.0 0.1 -0.015
C 3.6298 3.1777 0.5801 0.0 0.0 0.0 -0.216
C 4.9316 2.9089 0.2005 0.0 0.0 0.0 -0.210
C 5.3281 1.6028 -0.0047 0.0 0.0 0.0 -0.166
C 4.4366 0.5494 0.1588 0.0 -0.1 0.1 -0.033
C 3.1225 0.8343 0.5265 0.2 0.2 -0.1 0.179
N 2.1836 -0.2252 0.7164 0.1 0.2 0.5 -0.650
C 1.5053 -0.8431 -0.2854 -0.1 -0.1 0.0 0.671
O 1.7431 -0.6681 -1.4639 0.0 0.1 -0.1 -0.623
C 0.3807 -1.7051 0.2167 0.0 -0.1 -0.2 -0.167
C -0.5910 -1.0289 0.9592 -0.1 -0.2 0.1 -0.196
C -1.7391 -1.6444 1.4206 0.0 0.1 0.1 -0.077
C -1.9413 -2.9883 1.1224 0.2 0.1 0.0 -0.169
C -0.9970 -3.6761 0.4004 0.2 0.0 -0.1 -0.243
C 0.1742 -3.0619 -0.0675 -0.2 0.0 0.2 0.327
O 0.9906 -3.9203 -0.7180 -0.3 0.0 0.1 -0.486
C 2.2416 -3.5187 -1.2237 0.4 0.1 -0.3 -0.257
H 2.1394 -2.7843 -2.0249 0.0 -0.1 0.1 0.213
H 2.7002 -4.4274 -1.6121 0.0 0.1 0.1 0.195
H 2.8734 -3.1033 -0.4337 0.0 0.0 0.0 0.169
H -1.1299 -4.7201 0.1641 0.0 -0.1 0.0 0.228
H -2.8415 -3.4839 1.4518 -0.1 -0.1 0.0 0.228
C -2.7821 -0.8535 2.1657 0.1 -0.1 0.0 -0.241
N -3.6860 -0.2045 1.2329 0.1 -0.1 0.4 -0.464
C -3.4972 1.0827 0.7581 0.1 0.1 0.1 0.682
O -2.6111 1.8235 1.1055 0.0 0.0 0.0 -0.568
C -4.6029 1.3155 -0.2014 -0.6 -0.2 -0.3 -0.063
C -4.9142 2.4194 -0.9667 0.1 -0.1 0.1 -0.188
C -6.0381 2.3420 -1.7842 0.1 0.1 0.0 -0.190
C -6.8173 1.1965 -1.8258 0.0 -0.1 0.0 -0.193
C -6.5025 0.0828 -1.0524 0.1 -0.1 0.1 -0.157
C -5.3879 0.1593 -0.2446 0.0 0.6 -0.3 -0.139
C -4.7951 -0.8339 0.6842 0.0 -0.1 0.1 0.684
O -5.1618 -1.9476 0.9582 0.0 0.0 0.0 -0.550
H -7.1045 -0.8120 -1.0796 -0.1 -0.1 0.0 0.233
H -7.6836 1.1670 -2.4695 -0.1 0.0 -0.1 0.221
H -6.3073 3.1895 -2.3965 0.0 0.1 -0.1 0.221
H -4.3040 3.3082 -0.9294 0.1 0.1 0.0 0.234
H -3.3809 -1.5115 2.8001 0.1 0.1 0.0 0.232
H -2.3215 -0.0647 2.7659 -0.1 -0.1 0.0 0.233
H -0.4606 0.0267 1.1486 0.0 0.2 0.0 0.226
H 1.8386 -0.3522 1.6575 0.0 -0.1 -0.2 0.405
C 4.9138 -0.8530 -0.0889 0.0 0.0 -0.2 -0.422
H 4.2521 -1.5655 0.4067 0.1 0.0 0.0 0.208
C 4.9566 -1.1438 -1.5899 0.0 -0.1 0.1 -0.607
H 3.9745 -0.9801 -2.0251 0.0 0.0 -0.1 0.236
H 5.6643 -0.4807 -2.0815 0.1 0.0 -0.1 0.203
H 5.2573 -2.1732 -1.7722 0.1 -0.1 -0.1 0.201
H 5.9149 -0.9717 0.3333 -0.1 0.0 0.1 0.209
H 6.3473 1.3859 -0.2897 0.1 0.0 0.0 0.200
H 5.6360 3.7171 0.0701 0.1 0.1 0.0 0.212
H 3.3152 4.1977 0.7469 0.0 0.1 0.0 0.208
H 0.8939 1.7309 1.8103 0.0 0.1 0.1 0.196
H 1.2640 3.4424 1.6336 0.0 -0.1 0.1 0.212
```
Forces are in eV/Å.



C27H26N3O2PdTe | wB97M-V/def2-TZVPD

HOMO energy (spin up / spin down) = -2.022 / -2.019 eV
DFT total energy = -1755.20383 Ha
Charge = -1
Gap between HOMO and LUMO (spin up / spin down) = 4.472 / 4.470 eV
Energy above the lowest of the compared OMol25 structures with the same formula, charge and spin = 0.00 kJ/mol

Geometry as XYZ:
```
60
Properties=species:S:1:pos:R:3:forces:R:3:nbo_charge:R:1
Pd 0.4262 1.5190 0.3766 -0.1 -0.1 0.0 0.788
C 3.7594 1.0272 -0.4051 0.0 0.0 0.0 -0.665
C 3.2537 0.0579 0.6110 0.0 0.0 0.0 0.266
C 4.0488 -0.9858 1.0260 0.0 0.0 0.0 -0.320
C 3.5583 -1.9071 1.9660 0.0 0.0 0.0 -0.192
C 2.3026 -1.7312 2.4652 0.0 0.0 0.0 -0.252
C 1.5343 -0.6199 2.0502 0.0 0.0 0.0 0.155
N 2.0105 0.2699 1.1155 0.0 0.0 0.0 -0.527
C 0.2148 -0.3784 2.5127 0.0 0.0 0.0 0.043
C -0.3149 -0.8337 3.7057 0.0 0.0 0.0 -0.162
C -1.5902 -0.4578 4.1118 0.0 0.0 0.0 -0.350
C -2.2858 0.4673 3.3173 0.0 0.0 0.0 -0.179
C -1.7490 0.9145 2.1362 0.0 0.0 0.0 0.074
N -0.5649 0.3804 1.6307 0.0 0.1 -0.1 -0.568
C -2.3181 1.9454 1.3188 0.0 0.0 0.0 0.178
C -3.6898 2.2564 1.3293 0.0 0.0 0.0 -0.245
C -4.1518 3.2808 0.5503 0.0 0.0 0.0 -0.186
C -3.2436 3.9799 -0.2518 0.0 0.0 0.0 -0.304
C -1.9156 3.6062 -0.2715 0.0 0.0 0.0 0.262
C -0.9419 4.3447 -1.1307 0.0 0.0 0.0 -0.661
N -1.4414 2.5976 0.4964 0.0 -0.1 0.1 -0.504
H 4.8131 0.8382 -0.6118 0.0 0.0 0.0 0.196
H 3.6321 2.0490 -0.0478 0.0 0.0 0.0 0.254
H 3.1839 0.9288 -1.3262 0.0 0.0 0.0 0.250
H 5.0471 -1.0802 0.6214 0.0 0.0 0.0 0.204
H 4.1604 -2.7540 2.2721 0.0 0.0 0.0 0.201
H 1.8681 -2.4469 3.1494 0.0 0.0 0.0 0.208
H 0.2991 -1.4514 4.3501 0.0 0.0 0.0 0.202
H -1.9880 -0.7777 5.0649 0.0 0.0 0.0 0.200
H -3.2304 0.8733 3.6569 0.0 0.0 0.0 0.202
H -4.3630 1.6681 1.9363 0.0 0.0 0.0 0.210
H -5.2034 3.5401 0.5459 0.0 0.0 0.0 0.201
H -3.5638 4.8153 -0.8591 0.0 0.0 0.0 0.204
H -1.4025 5.2527 -1.5208 0.0 0.0 0.0 0.196
H -0.6206 3.7166 -1.9605 0.0 0.0 0.0 0.247
H -0.0502 4.6008 -0.5585 0.0 0.0 0.0 0.258
C 2.5537 3.7613 -2.7749 0.0 0.0 0.1 -0.724
C 2.0169 3.4010 -1.3910 -0.1 0.0 -0.1 0.790
O 2.3396 4.0813 -0.4149 0.0 0.0 0.0 -0.722
O 1.2631 2.3697 -1.3848 0.0 0.0 0.0 -0.806
H 2.8417 4.8105 -2.8094 0.0 0.0 0.0 0.209
H 1.8215 3.5341 -3.5487 0.0 0.0 0.0 0.210
H 3.4402 3.1517 -2.9666 0.0 0.0 0.0 0.215
C -0.3183 -2.1726 -0.3613 0.0 0.0 0.0 -0.655
Te -0.0194 -0.7419 -1.9226 0.0 0.0 0.0 0.466
C -0.3718 -2.4264 -3.2391 0.0 0.0 0.0 -0.710
C -0.8310 -3.5749 -2.3795 0.0 0.0 0.0 0.062
C -1.2817 -4.7668 -2.9458 0.0 0.0 0.0 -0.237
C -1.6979 -5.8219 -2.1525 0.0 0.0 0.0 -0.227
C -1.6681 -5.6945 -0.7686 0.0 0.0 0.0 -0.226
C -1.2220 -4.5151 -0.1979 0.0 0.0 0.0 -0.192
C -0.8009 -3.4486 -0.9914 0.0 0.0 0.0 -0.066
H -1.0368 -1.7612 0.3438 0.0 0.0 0.0 0.250
H 0.6198 -2.3212 0.1728 0.0 0.0 0.0 0.233
H 0.5464 -2.6826 -3.7683 0.0 0.0 0.0 0.215
H -1.1286 -2.1680 -3.9795 0.0 0.0 0.0 0.216
H -1.3055 -4.8610 -4.0260 0.0 0.0 0.0 0.200
H -2.0477 -6.7397 -2.6091 0.0 0.0 0.0 0.201
H -1.9957 -6.5121 -0.1382 0.0 0.0 0.0 0.203
H -1.2009 -4.4075 0.8805 0.0 0.0 0.0 0.210
```
Forces are in eV/Å.